# 1
{"formula": "C14H12IrN4O5S2", "method": "ωB97M-V/def2-TZVPD", "species": ["N", "C", "N", "H", "H", "H", "O", "C", "H", "C", "C", "O", "Ir", "C", "C", "C", "O", "C", "C", "H", "S", "S", "H", "C", "H", "H", "H", "O", "C", "O", "C", "C", "H", "H", "N", "N", "H", "C"], "xyz": [[-3.986, -0.490, -1.956], [1.711, -0.102, -2.043], [-0.103, 1.928, 0.643], [-4.934, -0.740, -2.190], [1.307, -2.243, 1.378], [-2.407, -2.810, -3.655], [-0.419, 4.939, 3.988], [-1.101, 4.054, 3.549], [5.410, -2.426, -1.511], [4.453, -3.064, 0.309], [-2.971, -1.250, -2.315], [-2.244, 0.462, 0.700], [-0.639, 0.131, -0.598], [-0.997, 2.226, 1.584], [3.288, -3.022, 1.125], [2.272, -1.527, -0.418], [-1.774, -0.951, -2.054], [2.202, -2.272, 0.773], [3.440, -1.603, -1.259], [1.731, 2.739, 0.205], [0.661, 1.041, -2.668], [3.264, -0.605, -2.657], [-3.846, 0.335, -1.391], [0.708, 3.600, 1.829], [-3.454, -3.299, -2.323], [5.299, -3.656, 0.632], [-2.730, 2.990, 3.532], [-2.270, 3.711, 4.008], [-0.531, 3.292, 2.370], [-3.149, 1.653, 2.365], [4.529, -2.374, -0.887], [-2.258, 1.403, 1.591], [3.269, -3.598, 2.040], [1.399, 4.365, 2.145], [1.348, -0.676, -0.897], [0.926, 2.765, 0.809], [-4.143, -2.414, -3.691], [-3.264, -2.514, -3.058]], "total_charge": 2, "molar_mass_g_mol": 572.62, "multiplicity": 2, "e_homo_ev": [-15.161, -15.161]}



# 2
{"formula": "C14H12N", "method": "ωB97M-V/def2-TZVPD", "species": ["C", "N", "C", "C", "H", "C", "H", "C", "C", "H", "C", "C", "H", "C", "H", "H", "H", "C", "H", "C", "C", "C", "H", "H", "C", "H", "H"], "xyz": [[-0.924, 0.189, 0.836], [0.183, 0.435, 1.626], [0.115, 0.741, 2.947], [1.378, 0.139, 1.052], [-1.913, 0.282, 3.485], [1.434, 0.943, 3.648], [-0.979, -1.294, -5.496], [-1.222, 0.400, -4.080], [-0.787, -0.421, -1.730], [-0.085, -2.486, -1.668], [-1.203, 0.591, -2.726], [-1.062, -0.975, -4.499], [-1.896, 0.385, 1.340], [-0.915, -0.115, -0.434], [1.090, -0.006, 0.033], [3.483, 0.114, 0.934], [3.457, 1.037, 3.420], [-0.769, -1.924, -3.570], [-1.498, 1.472, -2.080], [2.598, 0.306, 1.676], [2.595, 0.796, 2.954], [-0.666, -1.742, -2.235], [-0.814, 0.902, 4.936], [-1.586, 1.081, -4.846], [-0.958, 0.718, 3.749], [-0.558, -2.946, -3.897], [1.502, 1.379, 4.625]], "total_charge": 1, "molar_mass_g_mol": 194.26, "e_homo_ev": [-10.719, -10.149]}



# 3
{"formula": "C14H12N5O8", "method": "ωB97M-V/def2-TZVPD", "species": ["C", "O", "C", "O", "N", "H", "C", "O", "H", "O", "H", "C", "H", "O", "C", "C", "H", "H", "N", "C", "O", "N", "H", "C", "C", "H", "C", "C", "H", "H", "H", "N", "O", "N", "O", "H", "C", "C", "C"], "xyz": [[-2.193, 1.007, -2.923], [2.517, 1.453, 0.985], [0.770, -1.055, 1.133], [0.190, -3.661, 4.915], [2.041, 0.362, 4.230], [-0.733, -0.967, -0.410], [0.195, -2.296, 1.601], [-0.924, 1.297, 1.001], [1.229, -0.980, 0.106], [1.158, -1.319, -2.266], [0.209, 0.316, -3.918], [0.056, -0.200, -0.531], [-1.597, 2.774, -0.878], [-0.933, -4.311, 1.128], [-0.864, 1.749, -2.668], [-0.710, 2.214, -1.210], [-2.357, 0.091, -2.338], [-1.013, 2.609, -4.653], [0.686, -2.353, 5.170], [1.133, -0.407, 3.557], [-0.051, -3.214, -0.530], [2.086, 0.892, 1.991], [1.233, 1.494, -3.006], [0.604, -0.283, -1.932], [0.341, 0.841, -2.959], [-3.039, 1.689, -2.732], [0.650, -1.701, 3.956], [1.195, -0.163, 2.149], [0.194, 2.846, -1.184], [-1.756, 3.584, -3.373], [0.017, 3.544, -3.539], [-0.056, -3.845, 3.599], [0.910, -2.012, 6.324], [-0.273, -3.341, 0.694], [2.628, 1.151, 3.253], [-2.267, 0.741, -3.993], [0.148, -2.610, 3.016], [-0.529, 1.114, -0.149], [-0.896, 2.948, -3.615]], "total_charge": -1, "molar_mass_g_mol": 378.28, "e_homo_ev": -4.079}



# 4
{"formula": "C14H12N6O2S", "method": "ωB97M-V/def2-TZVPD", "species": ["N", "C", "C", "H", "O", "C", "S", "C", "C", "C", "C", "N", "C", "H", "H", "H", "H", "N", "H", "H", "H", "C", "H", "C", "C", "C", "H", "H", "H", "N", "N", "O", "C", "C", "N"], "xyz": [[-2.272, 1.685, -0.443], [-2.499, -3.017, -3.301], [-1.712, 0.406, -0.607], [2.192, 4.105, 4.426], [4.791, 3.329, 4.672], [-0.622, 0.116, 0.126], [-3.912, -1.348, -4.877], [-2.787, -0.699, -2.528], [1.570, 2.496, 3.105], [4.209, 1.391, 3.384], [-2.905, -3.700, -4.479], [-1.955, -0.728, -1.417], [1.922, 1.406, 2.267], [1.021, -2.834, -0.087], [3.510, 0.047, 1.815], [5.231, 1.069, 3.476], [-2.612, -4.714, -4.918], [-1.085, -1.713, -1.075], [-3.670, -3.253, -6.418], [-1.961, -3.465, -2.500], [0.571, 2.998, 3.164], [3.852, 2.637, 3.993], [-3.037, 1.998, -1.126], [-0.230, -1.210, -0.223], [-3.010, -1.762, -3.386], [2.525, 3.157, 3.950], [-1.665, 2.404, -0.080], [1.197, -1.389, 1.046], [5.546, 2.670, 4.705], [1.096, 0.695, 1.474], [0.719, -1.930, 0.371], [-3.484, 0.361, -2.710], [3.216, 0.806, 2.456], [-3.663, -2.988, -5.361], [-0.086, 0.975, 1.105]], "total_charge": 0, "molar_mass_g_mol": 328.36, "e_homo_ev": -7.818, "smiles": "Nc1nn(C(=O)c2cccs2)c(N)c1/N=N/c1ccc(O)cc1"}



# 5
{"formula": "C14H12N6OS2", "method": "ωB97M-V/def2-TZVPD", "species": ["C", "H", "C", "H", "C", "C", "S", "N", "H", "C", "C", "H", "S", "C", "H", "C", "H", "N", "C", "N", "H", "C", "O", "H", "H", "C", "H", "C", "N", "C", "H", "N", "N", "C", "H"], "xyz": [[-3.154, -0.578, 1.569], [0.852, -2.257, -2.626], [-3.374, 3.063, 0.543], [-1.940, 4.688, 1.023], [-1.286, 2.854, 1.604], [-2.243, 3.603, 0.997], [0.817, -3.385, 0.327], [-0.684, -1.172, -0.010], [-0.888, 1.110, 2.591], [-3.685, 1.720, 0.631], [4.337, 0.450, -1.718], [4.219, -2.482, -3.501], [2.738, 0.696, -1.019], [0.818, -1.470, -1.908], [-4.605, 1.317, 0.214], [3.340, -1.336, -2.398], [-3.979, -0.703, 2.325], [-1.981, -2.587, 2.778], [-0.449, -2.964, 1.430], [-1.138, -1.906, 0.965], [-3.598, -0.917, 0.587], [0.297, -1.891, -0.529], [3.380, -2.495, -3.102], [5.209, 2.078, -0.680], [0.099, -0.718, -2.345], [-1.588, 1.586, 1.924], [6.293, 1.039, -1.607], [-2.754, 0.904, 1.374], [5.353, 1.424, -1.492], [-2.094, -1.629, 1.858], [-0.319, 3.221, 1.933], [4.580, -0.654, -2.315], [-0.891, -3.491, 2.538], [2.274, -0.791, -1.800], [-3.955, 3.676, -0.163]], "total_charge": 0, "molar_mass_g_mol": 344.42, "e_homo_ev": -8.429, "smiles": "Nc1nc(O)c(Cc2nn3c(Cc4ccccc4)nnc3s2)s1"}



# 6
{"formula": "C14H12NO5Zr", "method": "ωB97M-V/def2-TZVPD", "species": ["C", "H", "O", "Zr", "H", "C", "C", "O", "N", "H", "C", "C", "C", "C", "O", "C", "C", "O", "H", "C", "H", "C", "O", "H", "H", "C", "C", "H", "C", "H", "H", "H", "H"], "xyz": [[-1.747, 2.302, 3.429], [-2.422, -0.800, 2.199], [0.867, -1.220, -1.396], [0.571, -0.872, 0.520], [-1.954, 3.009, 4.227], [-0.795, 2.681, 2.476], [-0.518, -3.009, -1.013], [-1.894, -4.926, -1.049], [1.287, 1.242, -0.342], [-0.592, 1.733, -1.272], [0.955, 2.163, 0.749], [0.462, 1.510, -1.528], [0.373, -3.032, -3.224], [2.730, 1.188, -0.595], [-0.604, -5.326, -3.681], [-0.845, 0.448, 1.451], [-1.157, -4.171, -1.590], [1.120, -2.732, -4.122], [-3.113, 0.774, 4.026], [-0.319, 1.725, 1.578], [3.057, 2.139, -0.837], [-2.357, 1.082, 3.294], [-0.625, -2.574, 0.267], [2.930, 0.432, -1.431], [-0.458, 3.673, 2.547], [0.222, -2.321, -1.925], [-0.489, -4.321, -2.994], [0.937, 2.385, -2.053], [-1.920, 0.162, 2.297], [0.481, 0.616, -2.138], [3.210, 0.743, 0.327], [1.828, 2.143, 1.444], [0.776, 3.152, 0.356]], "total_charge": 1, "molar_mass_g_mol": 365.48, "e_homo_ev": -12.137}